(1)
Density functional theory data (ωB97M-V/def2-TZVPD) for an isolated molecule of C3H6N2O in a non-equilibrium geometry.

SMILES = NC(=O)N1CC1
energy above the lowest of the compared OMol25 structures with the same formula, charge and spin = 127.5 kJ/mol
total energy = -8235.3775 eV
Kohn-Sham gap = 0.396 hartree
spin multiplicity = 1
F_max = 2.1 eV/A

Each line ends with the natural charge from an NBO analysis.
Cartesian coordinates (Å):
C  0.92  -0.65  -0.08  0.774
C  -0.93  0.47  -1.21  -0.245
C  -1.08  0.81  0.24  -0.244
H  1.46  0.11  1.77  0.399
H  1.94  -1.56  1.46  0.407
H  -1.00  1.26  -2.03  0.207
H  -1.13  -0.53  -1.55  0.223
H  -1.31  1.82  0.55  0.208
H  -1.53  0.00  0.84  0.203
N  1.37  -0.73  1.22  -0.844
N  0.25  0.56  -0.31  -0.464
O  1.03  -1.56  -0.89  -0.624

***

(2)
Density functional theory data (ωB97M-V/def2-TZVPD) for a cluster of 2 separate species, C4H6NO3 in total in a non-equilibrium geometry.

energy above the lowest of the compared OMol25 structures with the same formula, charge and spin = 591.1 kJ/mol
total energy = -11874.3428 eV
Kohn-Sham gap = 0.206 hartree
spin multiplicity = 1
F_max = 7.1 eV/A
net charge = -1

Each line ends with the natural charge from an NBO analysis.
Cartesian coordinates (Å):
O  2.02  -0.35  -1.74  -0.529
C  1.70  -0.34  -0.53  0.258
C  0.68  0.74  0.05  -0.027
C  0.26  -0.78  -0.12  -0.445
C  -2.43  -0.31  0.09  0.605
O  -2.52  -1.30  0.85  -0.785
O  -2.59  -0.34  -1.16  -0.803
N  0.84  1.19  1.30  -0.583
H  2.51  -0.59  0.16  0.146
H  -2.22  0.74  0.43  0.014
H  -0.04  -1.14  0.87  0.289
H  -0.37  -0.91  -1.00  0.285
H  0.53  1.57  -0.65  0.244
H  1.63  1.82  1.45  0.329

***

- Among the records above, which one has the lowest energy above the lowest of the compared OMol25 structures with the same formula, charge and spin?
  C3H6N2O

***

- Which value of Kohn-Sham gap does entry 1 give?
  0.396 hartree

***

- The highest F_max belongs to which entry?
  C4H6NO3

***

- The highest energy above the lowest of the compared OMol25 structures with the same formula, charge and spin belongs to which entry?
  C4H6NO3